# C29H30CoF6N6O5S7

C29H30CoF6N6O5S7 as an isolated structure (wB97M-V/def2-TZVPD, OMol25).

XYZ file:
```
84
Properties=species:S:1:pos:R:3:forces:R:3:lowdin_spin:R:1
Co -0.5392 1.2012 -0.2525 -0.1 0.2 0.2 1.000
C -4.1576 -0.0546 3.2760 0.0 0.0 0.0 -0.001
S -4.3160 1.5506 2.4805 0.0 0.0 0.0 -0.001
C -2.9432 1.5852 1.4105 -0.1 0.0 0.0 -0.002
S -1.7165 0.3806 1.4850 -0.1 0.1 0.0 -0.030
N -2.9773 2.6023 0.5832 0.1 0.0 0.0 0.001
N -1.9386 2.5586 -0.2832 0.1 0.0 0.1 0.005
C -1.8709 3.4207 -1.2273 0.0 0.0 0.0 -0.007
C -0.7222 3.2787 -2.1150 0.0 0.0 0.0 -0.002
C -0.4544 4.1258 -3.1796 0.0 0.0 0.0 -0.001
C 0.6842 3.9041 -3.9371 0.0 0.0 0.0 -0.001
C 1.5256 2.8539 -3.6079 0.0 0.0 0.0 -0.001
C 1.1907 2.0516 -2.5284 0.0 0.0 0.0 -0.002
N 0.0953 2.2518 -1.8115 0.0 0.0 0.0 -0.007
H -5.0096 -0.1211 3.9516 0.0 0.0 0.0 0.000
H -3.2340 -0.1281 3.8454 0.0 0.0 0.0 0.000
H -4.2197 -0.8517 2.5377 0.0 0.0 0.0 0.000
H -2.6190 4.1953 -1.3508 0.0 0.0 0.0 0.000
H -1.1288 4.9413 -3.4008 0.0 0.0 0.0 0.000
H 0.9153 4.5513 -4.7729 0.0 0.0 0.0 0.000
H 2.4311 2.6590 -4.1644 0.0 0.0 0.0 0.000
H 1.8184 1.2358 -2.1978 0.0 0.0 0.0 0.000
O 1.3031 1.0455 0.3618 -0.1 0.3 -0.2 0.020
C 2.0416 1.2369 1.5109 0.0 -0.1 0.1 -0.001
C 3.5124 1.0383 1.1502 0.0 0.0 0.0 -0.001
C 4.5842 0.6821 1.9131 0.0 0.0 0.0 0.000
C 5.8157 0.7174 1.1974 0.0 0.0 0.0 0.000
C 5.6492 1.1037 -0.0952 0.0 0.0 0.0 0.000
S 4.0047 1.4267 -0.4505 0.0 0.0 0.0 0.000
C 1.6284 0.2377 2.5952 0.1 0.1 0.1 0.000
C 0.8074 0.4383 3.6605 0.1 0.0 0.0 0.000
C 0.5292 -0.7474 4.3976 0.0 0.0 0.0 0.000
C 1.1468 -1.8403 3.8798 0.0 0.0 0.0 0.000
S 2.0831 -1.4308 2.5031 0.3 0.1 0.3 0.000
C 1.9127 2.6550 2.0774 -0.1 -0.1 0.0 0.001
C 2.8194 3.3745 2.7976 0.0 0.0 0.0 0.000
C 2.3244 4.6419 3.2118 0.0 0.0 0.0 0.000
C 1.0482 4.8568 2.7950 0.0 0.0 0.0 0.000
S 0.4465 3.5303 1.8971 -0.1 0.0 -0.1 0.000
H 4.4987 0.4155 2.9560 0.0 0.0 0.0 0.000
H 6.7737 0.4635 1.6279 0.0 0.0 0.0 0.000
H 6.4065 1.2070 -0.8559 0.0 0.0 0.0 0.000
H 0.3945 1.4065 3.9041 0.0 0.0 0.0 0.000
H -0.1034 -0.7783 5.2730 0.0 0.0 0.0 0.000
H 1.1254 -2.8533 4.2483 0.0 0.0 0.0 0.000
H 3.8121 3.0109 3.0207 0.0 0.0 0.0 0.000
H 2.8964 5.3584 3.7839 0.0 0.0 0.0 0.000
H 0.4334 5.7278 2.9559 0.0 0.0 0.0 0.000
C 0.3180 -3.5662 0.1430 0.0 0.0 0.0 0.000
C -0.1492 -2.0943 0.0841 -0.1 0.0 0.0 0.001
N 0.4468 -1.4174 -1.0640 0.1 0.0 -0.1 0.005
C 1.8986 -1.4264 -0.9644 0.1 -0.1 0.0 0.001
C 2.4313 -2.8755 -0.8986 0.0 0.0 0.0 0.000
N 1.2447 -3.7865 -1.0217 0.0 0.0 0.0 0.000
C 0.5193 -3.5364 -2.3168 0.0 0.0 0.0 0.000
C 0.0241 -2.0679 -2.2952 0.0 -0.1 0.1 0.000
H -0.4975 -4.2782 0.0412 0.0 0.0 0.0 0.000
H 0.8878 -3.7911 1.0441 0.0 0.0 0.0 0.000
H 0.1515 -1.5720 0.9927 -0.1 -0.1 -0.2 0.000
H -1.2304 -2.0359 -0.0048 0.0 0.0 0.0 0.000
H 2.1891 -0.8538 -0.0862 0.0 -0.1 -0.2 0.000
H 2.3132 -0.9161 -1.8341 0.0 0.0 0.0 0.000
H 2.9090 -3.1030 0.0538 0.0 0.0 0.0 0.000
H 3.1143 -3.1233 -1.7103 0.0 0.0 0.0 0.000
H 1.5636 -4.7512 -1.0068 0.0 0.0 0.0 0.000
H -0.3021 -4.2500 -2.3623 0.0 0.0 0.0 0.000
H 1.2246 -3.7469 -3.1199 0.0 0.0 0.0 0.000
H -1.0588 -2.0486 -2.3480 -0.1 0.0 0.0 0.000
H 0.4210 -1.5168 -3.1477 0.0 0.0 0.0 0.000
F -3.4903 0.6846 -4.2667 0.0 0.0 0.0 0.000
C -3.6741 -0.4880 -3.6542 0.1 0.0 0.0 0.002
F -4.9068 -0.9054 -3.8915 0.0 0.0 0.0 0.001
F -2.8126 -1.3714 -4.1877 0.0 0.0 0.0 0.000
S -3.3589 -0.2863 -1.8437 0.0 0.1 0.1 0.003
O -2.0223 0.2729 -1.8593 0.1 -0.2 -0.1 0.019
O -4.4411 0.5126 -1.3670 0.0 0.0 0.0 0.000
N -3.2862 -1.7436 -1.2787 0.1 0.0 -0.1 0.000
S -4.5623 -2.5196 -0.7253 0.0 0.0 0.0 0.000
O -5.0259 -2.0508 0.5437 0.0 0.0 0.0 0.000
O -5.5042 -2.8835 -1.7388 0.0 0.0 0.0 0.000
C -3.6803 -4.0890 -0.3228 0.1 0.0 -0.1 0.000
F -2.9637 -4.5561 -1.3626 0.0 0.0 0.0 0.000
F -4.5665 -5.0157 0.0180 0.0 0.0 0.0 0.000
F -2.8314 -3.9203 0.7013 0.0 0.0 0.0 0.000
```
Positions in Å, forces in eV/Å.

For the relative energy (zero: lowest compared OMol25 entry of this formula, charge and spin), the calculation gives 6.15 kcal per mole. Its expectation value of S² is 0.872. The multiplicity is 2. As for the HOMO energy (spin up / spin down): -7.56 / -7.53 eV. The value obtained for the LUMO energy (spin up / spin down) is -0.6 / -0.6 eV.